No. 1
{"formula": "C5H12O", "method": "the ωB97M-V functional and the def2-TZVPD basis", "homo_energy_ev": -10.190, "homo_lumo_gap_ev": 11.2, "relative_energy_kj_mol": 17.85, "total_energy_ha": -272.94186, "smiles": "CCC(O)CC", "elements": ["C", "C", "C", "O", "C", "C", "H", "H", "H", "H", "H", "H", "H", "H", "H", "H", "H", "H"], "coordinates": [[-2.5642, -0.0766, 0.2237], [-1.2891, -0.0797, -0.6097], [-0.0324, 0.2271, 0.2334], [-0.0058, -0.4782, 1.4689], [1.2562, -0.0175, -0.5580], [2.5783, 0.3600, 0.1165], [-3.4272, -0.3822, -0.3773], [-2.4546, -0.7631, 1.0662], [-2.7659, 0.9223, 0.6270], [-1.1924, -1.0473, -1.1253], [-1.3827, 0.6764, -1.4021], [-0.1118, 1.2796, 0.5369], [0.1467, -1.4144, 1.2762], [1.2878, -1.0905, -0.8043], [1.1695, 0.5164, -1.5119], [3.4170, 0.1155, -0.5475], [2.6341, 1.4328, 0.3314], [2.7367, -0.1804, 1.0558]], "forces_ev_per_angstrom": [[-0.04, 0.01, 0.06], [0.05, -0.03, 0.00], [0.02, 0.23, -0.23], [-0.02, -0.33, -0.06], [-0.05, -0.04, -0.11], [-0.03, 0.05, 0.03], [0.12, 0.05, 0.11], [-0.15, 0.09, -0.07], [0.02, -0.15, -0.02], [0.14, 0.09, 0.16], [0.20, -0.13, 0.11], [0.19, -0.09, -0.03], [-0.04, 0.17, 0.05], [-0.07, 0.13, -0.05], [0.02, -0.09, 0.05], [-0.17, 0.06, 0.12], [-0.07, -0.13, 0.00], [-0.14, 0.09, -0.14]]}

No. 2
{"formula": "C6H9N3O2", "method": "the ωB97M-V functional and the def2-TZVPD basis", "homo_energy_ev": -8.228, "homo_lumo_gap_ev": 7.8, "relative_energy_kj_mol": 560.39, "total_energy_ha": -548.60793, "smiles": "C\\C(N)=N/C=C\\C=C\\[N+](=O)[O-]", "elements": ["C", "C", "C", "C", "C", "C", "N", "N", "N", "O", "O", "H", "H", "H", "H", "H", "H", "H", "H", "H"], "coordinates": [[1.0534, -1.2250, 1.6164], [-0.0047, -1.9812, 1.0935], [1.3234, 0.0057, 1.0736], [-0.6814, -1.7499, -0.0701], [0.4890, 1.4422, -0.7413], [-0.2235, 2.5932, 0.0848], [1.0290, 0.4402, -0.1848], [0.6139, 1.5967, -2.0314], [-1.7434, -2.5693, -0.3798], [-2.5203, -2.2343, -1.2651], [-1.9910, -3.5035, 0.3362], [1.4326, -1.5332, 2.5063], [-0.0400, -2.9956, 1.4356], [1.9505, 0.6887, 1.6659], [-0.4375, -0.9015, -0.7322], [-1.2548, 2.4343, 0.2484], [-0.1469, 3.5787, -0.5406], [0.2237, 2.7773, 1.0134], [0.0549, 2.2841, -2.4698], [0.8730, 0.8525, -2.6588]], "forces_ev_per_angstrom": [[-1.49, 2.68, -2.65], [0.47, -1.43, -2.48], [0.77, 0.66, 0.54], [2.26, 2.00, 0.84], [-0.28, 0.96, 4.23], [1.04, 1.10, -3.83], [0.23, -1.31, 0.50], [-0.23, 0.50, -2.68], [-2.23, -0.09, -0.41], [0.37, 0.45, -0.93], [0.02, -1.75, 0.87], [1.31, -0.44, 2.41], [-0.93, -0.26, 0.81], [0.07, -0.24, -0.27], [-0.88, -0.96, 0.51], [-1.16, -0.56, 0.01], [-0.10, -1.69, 1.14], [0.94, -0.05, 1.26], [-0.43, 0.71, -0.32], [0.26, -0.28, 0.47]]}

No. 3
{"formula": "C17H67F7N5O27P2", "method": "the ωB97M-V functional and the def2-TZVPD basis", "homo_energy_ev": -10.551, "homo_lumo_gap_ev": 7.2, "charge": 1, "total_energy_ha": -4374.46745, "elements": ["N", "P", "O", "O", "C", "C", "C", "O", "C", "N", "N", "C", "C", "F", "F", "F", "C", "F", "F", "C", "F", "F", "C", "O", "C", "O", "C", "C", "C", "C", "C", "C", "N", "C", "P", "N", "O", "H", "H", "H", "H", "H", "H", "H", "H", "H", "H", "H", "H", "H", "H", "H", "H", "H", "H", "H", "H", "H", "H", "H", "H", "H", "O", "H", "H", "O", "H", "H", "O", "H", "H", "O", "H", "H", "O", "H", "H", "O", "H", "H", "O", "H", "H", "O", "H", "H", "O", "H", "H", "O", "H", "H", "O", "H", "H", "O", "H", "H", "O", "H", "H", "O", "H", "H", "O", "H", "H", "O", "H", "H", "O", "H", "H", "O", "H", "H", "O", "H", "H", "O", "H", "H", "O", "H", "H"], "coordinates": [[4.5116, 0.5522, 1.2456], [3.6657, -0.3193, 0.1685], [4.0524, 0.3676, -1.3570], [4.1681, -1.9230, 0.3737], [1.8110, -0.0141, 0.6673], [1.7143, -0.6500, 2.1735], [1.6438, -2.2397, 2.2468], [0.4480, -2.5825, 3.0442], [2.8951, -2.7804, 3.1456], [3.2745, -4.1237, 2.5726], [1.7592, 1.4264, 0.9098], [0.7885, 2.2841, 0.2343], [0.2369, 3.2508, 1.4246], [1.2704, 4.0632, 1.9830], [-0.7962, 4.1229, 1.0514], [-0.2622, 2.4808, 2.5263], [1.7088, 3.1268, -0.8289], [2.9829, 3.3586, -0.2003], [1.9993, 2.3991, -2.0164], [1.1497, 4.5587, -1.2441], [0.0222, 4.5593, -2.1099], [2.2107, 5.2288, -1.9821], [-0.4438, 1.5342, -0.5240], [-1.6851, 1.5639, 0.1821], [-2.0432, 0.3738, 0.8715], [-1.6577, -0.0005, 1.9964], [-3.1342, -0.5706, 0.1485], [-2.8125, -1.9305, -0.5113], [-4.0232, -2.6631, -1.1982], [-5.4780, -2.0792, -1.1901], [-5.8036, -0.7213, -0.4828], [-4.5944, 0.0140, 0.1635], [-0.0660, 0.2407, -1.1622], [0.8305, -0.6722, -0.3787], [1.6701, -1.8158, -1.6876], [1.6361, -3.4945, -1.1916], [0.7331, -1.8113, -3.1555], [5.0523, 1.2821, 0.7482], [4.9952, 0.6632, -1.3170], [5.0608, -1.8951, 0.8108], [2.6206, -0.3198, 2.8153], [0.7999, -0.2293, 2.7470], [1.5274, -2.8000, 1.2638], [-0.0010, -3.3065, 2.5479], [3.8238, -2.0990, 3.0157], [2.6045, -2.8481, 4.2617], [3.3348, -4.8341, 3.3083], [4.1583, -4.0092, 2.0699], [1.9974, 1.6864, 1.8725], [0.9321, 5.2735, -0.3635], [-0.6310, 2.2390, -1.4310], [-1.7573, -2.3548, -0.5336], [-3.9099, -3.6627, -1.7519], [-6.3674, -2.6048, -1.6836], [-6.8821, -0.3109, -0.4501], [-4.8321, 1.0112, 0.6794], [-0.8800, -0.3368, -1.4903], [0.4358, 0.4885, -2.0516], [0.1133, -1.3835, 0.1951], [1.1415, -4.0854, -1.8942], [2.5972, -3.8590, -1.1085], [0.2283, -2.6572, -3.2297], [-0.7677, -0.4509, 4.7559], [-1.0806, -0.3970, 3.8429], [-1.2404, 0.2619, 5.2085], [4.2856, -3.9351, -2.7124], [4.6539, -3.0466, -2.6183], [5.0039, -4.4459, -3.1107], [-1.7343, 4.1237, -4.4340], [-1.1561, 3.3746, -4.2483], [-1.2175, 4.8911, -4.1592], [-4.0777, 3.1238, -0.4183], [-3.9872, 3.8982, -0.9895], [-3.1747, 2.7910, -0.3303], [2.1819, -5.6494, -3.8745], [2.7512, -6.4052, -3.6868], [2.7042, -4.8880, -3.5930], [5.5063, 4.1334, 0.1586], [6.0797, 4.8668, -0.1001], [4.6604, 4.3374, -0.2631], [5.4311, -4.7745, 3.7285], [6.0076, -5.5266, 3.9202], [5.9439, -4.0082, 4.0176], [6.2362, 2.8481, -2.4909], [6.0130, 3.6031, -3.0492], [5.7884, 3.0335, -1.6534], [-0.6023, -5.2432, -2.9588], [-0.1415, -5.9000, -3.5008], [-1.4993, -5.2301, -3.3174], [5.1116, 0.9427, 4.6286], [4.8080, 1.0310, 3.7133], [4.6416, 1.6414, 5.0997], [-7.0242, -0.8520, -3.0170], [-6.4550, -0.1160, -3.2742], [-7.8699, -0.6541, -3.4443], [2.7420, 6.7996, 1.1017], [2.6683, 6.0062, 1.6472], [1.9270, 7.2851, 1.2832], [-9.8803, 0.2181, -2.5159], [-9.9587, -0.5723, -1.9665], [-10.6994, 0.7005, -2.3509], [-5.6582, 0.8468, 3.0730], [-5.0823, 0.0973, 3.2706], [-5.1442, 1.6171, 3.3526], [-3.1168, 3.2429, 3.8079], [-2.7584, 4.1329, 3.9104], [-2.3925, 2.7432, 3.4100], [-0.6867, 1.7147, 7.0078], [-0.1011, 0.9741, 7.2129], [-0.1777, 2.4929, 7.2651], [-6.3997, 5.1574, -1.0412], [-5.8222, 4.4071, -0.8523], [-5.8868, 5.9255, -0.7610], [2.2121, 3.7462, -4.6582], [2.2542, 4.2990, -3.8713], [2.3725, 2.8568, -4.3211], [-8.9797, -0.1779, 0.6468], [-8.5466, 0.6809, 0.7340], [-9.7322, -0.1219, 1.2487], [-0.9782, -7.8121, -0.8022], [-0.8793, -7.0383, -1.3732], [-0.0801, -8.1538, -0.7137], [4.3664, -4.7515, -5.1746], [3.7293, -4.0282, -5.1368], [4.4432, -4.9466, -6.1173]], "forces_ev_per_angstrom": [[-0.74, -1.02, -1.53], [4.29, 2.16, 1.14], [-0.55, -1.56, 1.62], [-0.77, 1.79, -0.71], [0.49, -1.15, 1.06], [-0.28, -0.60, 0.36], [0.14, 0.15, 2.13], [0.12, -0.41, -1.83], [0.43, -0.40, -1.42], [-1.08, 1.01, 0.42], [-1.64, -0.36, -1.09], [1.30, -0.55, 0.97], [-1.04, 0.96, 2.04], [-2.22, -2.04, -1.60], [2.25, -1.87, 0.47], [1.37, 1.82, -3.00], [1.18, 0.89, -0.38], [-3.36, -0.43, -1.46], [-1.03, 0.81, 2.41], [0.97, 2.54, -1.03], [2.14, -0.79, 1.81], [-2.16, -1.69, 1.34], [-0.50, 3.58, -1.33], [1.50, -1.51, 0.27], [-1.45, -4.39, 2.85], [-0.49, 2.61, -4.37], [-2.43, -0.27, -1.60], [-3.94, 1.78, -0.31], [-1.15, 2.70, 1.21], [2.47, 1.89, 1.97], [4.40, -1.77, 0.05], [-0.29, -2.47, -1.50], [0.75, -0.01, -0.53], [-2.58, -2.16, 2.11], [2.10, -1.57, -1.85], [-0.74, 1.25, -1.01], [0.04, -0.42, 2.61], [-0.49, -0.37, 0.64], [-0.86, -0.20, -0.01], [-1.04, 0.35, -0.38], [-1.25, -0.25, -1.50], [1.27, -0.58, -1.36], [0.82, 0.87, 1.11], [0.44, 0.70, 0.80], [-1.68, -0.69, 0.45], [0.25, 0.27, -1.96], [0.38, 0.67, -0.73], [-0.60, -0.59, 0.68], [-0.01, -0.31, -0.71], [0.34, -1.46, -1.33], [0.05, -1.15, 1.50], [-1.62, 0.43, 0.12], [0.12, 1.75, 1.12], [1.89, 0.67, 0.79], [2.20, -0.83, -0.06], [0.69, -1.74, -0.83], [0.12, 0.71, 0.41], [-0.34, -0.04, 0.60], [1.06, 1.42, -0.54], [0.14, 0.34, 0.87], [-0.44, 0.47, 0.02], [0.18, 0.63, -0.04], [-0.16, 0.38, -0.09], [0.06, -0.27, 0.29], [0.14, -0.02, 0.07], [0.17, 0.30, 0.38], [-0.12, -0.06, 0.07], [-0.18, -0.01, -0.15], [0.05, -0.09, 0.32], [0.01, 0.16, -0.24], [-0.06, -0.07, -0.18], [0.25, 0.29, -0.20], [0.10, -0.13, -0.02], [-0.28, 0.03, 0.03], [-0.65, -0.22, 0.43], [-0.01, 0.15, -0.17], [0.17, -0.15, 0.07], [-0.14, 0.07, -0.43], [0.05, -0.11, 0.16], [0.19, 0.15, 0.25], [1.11, -0.32, 0.42], [-0.03, 0.10, 0.02], [-0.10, -0.09, 0.06], [-0.32, -0.04, 0.02], [0.08, -0.17, -0.03], [0.29, 0.17, 0.10], [-0.25, 0.00, -0.11], [0.34, 0.25, 0.02], [0.06, 0.01, 0.12], [-0.35, 0.18, -0.12], [0.20, -0.15, -0.12], [0.15, -0.12, 0.02], [-0.31, 0.24, -0.58], [-0.07, -0.10, 0.07], [0.00, 0.08, 0.13], [-0.42, -0.32, -0.07], [0.18, 0.16, 0.04], [0.21, 0.10, 0.03], [-0.15, -0.16, 0.01], [0.11, 0.18, 0.09], [0.15, -0.02, -0.11], [0.34, 0.09, -0.03], [-0.18, 0.03, 0.02], [-0.11, 0.01, 0.07], [0.21, -0.07, -0.25], [-0.17, -0.10, 0.07], [-0.11, 0.05, 0.16], [0.26, -0.03, 0.00], [-0.11, 0.04, -0.03], [-0.16, -0.07, -0.02], [0.40, 0.01, 0.00], [-0.38, -0.01, 0.12], [-0.20, -0.04, -0.02], [-0.15, -0.23, 0.16], [0.09, 0.14, -0.08], [0.11, 0.11, -0.18], [-0.09, 0.17, 0.06], [-0.10, -0.08, 0.02], [0.13, -0.08, -0.05], [0.22, 0.15, -0.19], [-0.04, -0.02, 0.11], [-0.17, -0.01, 0.06], [0.37, 0.18, -0.71], [0.13, -0.10, -0.03], [0.06, -0.08, 0.14]]}

No. 4
{"formula": "C4H8OS", "method": "the ωB97M-V functional and the def2-TZVPD basis", "homo_energy_ev": [0.221, -3.141], "s_squared": 0.7534, "homo_lumo_gap_ev": [2.9, 6.2], "relative_energy_kj_mol": 8.88, "charge": -1, "total_energy_ha": -630.57124, "multiplicity": 2, "elements": ["O", "C", "C", "C", "C", "S", "H", "H", "H", "H", "H", "H", "H", "H"], "coordinates": [[-0.4008, 0.8150, 3.1515], [0.2171, 0.1133, 2.2785], [-0.3822, -0.1289, 0.8915], [0.5404, -0.5628, -0.2278], [0.3737, 0.3374, -1.4921], [-1.0878, -0.3442, -2.3669], [0.9099, -0.7016, 2.5721], [-0.8103, 0.8761, 0.7093], [-1.2318, -0.8323, 0.8499], [1.6074, -0.4192, 0.0370], [0.5844, -1.6372, -0.4139], [1.1859, 0.3066, -2.2122], [0.2612, 1.3636, -1.1559], [-1.7670, 0.8143, -2.6212]], "forces_ev_per_angstrom": [[-0.17, -0.07, 0.00], [0.51, -0.65, -0.60], [-0.54, 0.82, 0.47], [2.21, 1.10, -0.40], [-0.38, -1.37, 0.44], [-0.57, 1.03, -0.27], [0.09, -0.02, 0.30], [-0.10, -0.44, -0.49], [-0.27, -0.01, 0.40], [-0.28, 0.38, 0.48], [-0.79, -0.08, -0.45], [0.28, -0.18, 0.16], [-0.33, 0.02, -0.08], [0.34, -0.55, 0.04]]}